(1)
{"formula": "C30H53BrN4P2Zn", "method": "the ωB97M-V functional and the def2-TZVPD basis", "homo_energy_ha": -0.454, "relative_energy_kj_mol": 31.7, "lumo_ev": -7.14, "total_charge": 2, "orbital_gap_ev": 5.20, "spin_multiplicity": 1, "species": ["N", "C", "C", "C", "C", "C", "C", "Zn", "P", "C", "C", "C", "C", "C", "C", "C", "Br", "H", "H", "H", "H", "H", "H", "H", "H", "H", "H", "P", "C", "C", "H", "H", "H", "H", "H", "C", "C", "H", "H", "H", "H", "H", "C", "C", "H", "H", "H", "H", "H", "C", "C", "H", "H", "H", "H", "H", "C", "C", "H", "H", "H", "H", "H", "C", "C", "H", "H", "H", "H", "H", "C", "N", "C", "C", "N", "N", "C", "C", "H", "H", "H", "H", "H", "H", "H", "H", "H", "H", "H", "H", "H"], "coordinates": [[-1.588, 2.220, -8.731], [-0.996, 1.036, -8.517], [-0.570, 0.633, -7.246], [-0.806, 1.459, -6.114], [-1.416, 2.717, -6.375], [-1.805, 3.037, -7.698], [-0.503, 0.934, -4.793], [0.159, -0.246, -0.323], [-2.293, -0.890, 4.084], [-0.768, 1.629, -3.635], [-1.567, 1.024, -2.586], [-2.582, 1.729, -1.901], [-3.735, 1.078, -1.435], [-3.708, -0.339, -1.360], [-2.606, -1.057, -1.872], [-1.474, -0.368, -2.324], [-4.813, -1.239, -0.140], [-0.114, -0.077, -4.779], [-0.599, 2.709, -3.601], [-0.127, -0.360, -7.168], [-1.664, 3.417, -5.572], [-0.877, 0.386, -9.399], [-2.327, 3.991, -7.905], [-2.359, 2.795, -1.781], [-0.628, -0.884, -2.778], [-4.667, 1.643, -1.177], [-2.577, -2.178, -1.898], [1.269, 1.795, 0.644], [-2.972, -2.423, 3.323], [-4.464, -2.639, 3.572], [-2.402, -3.250, 3.768], [-2.718, -2.400, 2.260], [-4.784, -3.594, 3.151], [-4.675, -2.667, 4.643], [-5.075, -1.859, 3.112], [-3.028, 0.470, 3.122], [-3.318, 1.658, 4.050], [-3.966, 0.098, 2.698], [-2.383, 0.749, 2.274], [-3.801, 2.476, 3.509], [-4.001, 1.371, 4.857], [-2.403, 2.062, 4.506], [-0.497, -0.956, 3.640], [0.285, -1.825, 4.660], [-0.137, 0.083, 3.730], [-0.318, -1.260, 2.594], [1.374, -1.663, 4.536], [0.003, -1.511, 5.685], [0.070, -2.911, 4.540], [2.855, 2.060, 1.597], [3.536, 3.434, 1.692], [3.564, 1.337, 1.170], [2.607, 1.711, 2.609], [4.037, 3.741, 0.766], [2.865, 4.246, 1.996], [4.323, 3.372, 2.453], [0.098, 2.862, 1.597], [-0.854, 3.715, 0.772], [0.727, 3.487, 2.247], [-0.475, 2.178, 2.247], [-0.330, 4.437, 0.139], [-1.516, 3.117, 0.136], [-1.495, 4.281, 1.455], [1.694, 2.811, -0.846], [2.830, 2.224, -1.704], [1.968, 3.814, -0.462], [0.782, 2.902, -1.466], [3.135, 2.983, -2.448], [3.722, 1.956, -1.107], [2.488, 1.325, -2.248], [1.048, -4.505, 2.128], [2.230, -3.851, 1.585], [3.438, -4.046, 2.415], [2.147, -2.818, 0.673], [0.996, -2.167, 0.450], [3.294, -2.513, 0.009], [4.278, -3.568, -0.202], [3.354, -1.346, -0.846], [1.257, -5.576, 2.273], [0.251, -4.434, 1.389], [0.743, -4.069, 3.085], [3.810, -5.081, 2.297], [4.240, -3.339, 2.145], [3.199, -3.894, 3.488], [0.237, -2.760, 0.814], [3.807, -4.550, -0.244], [4.780, -3.382, -1.163], [5.058, -3.558, 0.569], [2.482, -1.257, -1.521], [3.508, -0.394, -0.297], [4.235, -1.489, -1.487]], "forces_ev_per_angstrom": [[-0.1, -0.2, 0.1], [0.0, 0.4, 0.4], [-0.4, 0.1, -0.1], [0.7, 0.7, -1.6], [-0.2, -0.4, -0.4], [0.4, -0.2, 0.8], [-0.2, 1.0, 0.5], [0.8, -1.0, 0.5], [-0.1, -0.5, 1.4], [0.4, 0.3, -0.1], [1.1, -0.6, 1.3], [0.0, 0.4, -0.3], [0.3, 0.1, 0.0], [1.2, -0.1, -0.3], [-0.4, -0.8, 1.0], [0.4, 0.1, -0.3], [-0.6, -0.1, -0.3], [-0.9, -0.5, 0.1], [-1.0, -0.1, -0.4], [0.0, 0.3, 0.3], [0.1, -0.3, -0.3], [0.0, 0.4, 0.6], [0.4, -0.7, 0.1], [-1.1, -0.1, -0.5], [-0.4, -0.3, -0.3], [1.2, -0.6, 0.3], [-0.2, 1.2, 0.5], [0.3, 1.8, -0.8], [0.5, 0.1, -0.1], [0.1, -0.1, -0.1], [-0.1, 0.1, -0.1], [-0.2, -0.2, -0.3], [0.0, 0.0, 0.0], [0.0, 0.1, -0.1], [0.0, 0.0, 0.1], [0.0, 0.2, -0.2], [0.0, 0.3, -0.2], [0.1, 0.1, 0.0], [-0.1, 0.1, 0.0], [0.1, 0.0, 0.0], [0.2, -0.1, -0.1], [-0.2, -0.2, 0.0], [0.0, 0.2, 0.0], [0.0, 0.1, -0.2], [-0.1, -0.2, 0.0], [0.0, -0.1, 0.2], [-0.5, -0.2, 0.1], [0.2, -0.3, -0.6], [0.0, 0.8, 0.2], [0.0, -1.5, 0.3], [-0.2, 0.3, -0.3], [0.0, 0.1, 0.3], [0.2, -0.1, -0.2], [-0.3, -0.2, 0.1], [0.0, -0.2, -0.1], [-0.2, -0.1, -0.1], [-0.1, -0.6, 0.2], [-0.2, 0.2, 0.0], [-0.2, -0.2, -0.2], [0.2, 0.3, -0.1], [0.0, -0.1, 0.1], [0.2, 0.0, 0.2], [0.1, -0.1, -0.1], [-0.4, -0.1, -0.2], [0.1, 0.1, 0.0], [-0.2, -0.5, -0.2], [0.4, 0.1, 0.3], [-0.1, -0.5, 0.3], [-0.4, 0.2, -0.3], [0.2, 0.3, 0.2], [0.0, -0.1, -0.3], [0.3, 0.6, -0.3], [0.2, -0.1, 0.2], [0.0, -0.2, 0.5], [-0.8, 0.2, -0.6], [-0.8, 0.1, 0.4], [1.0, 0.1, -0.5], [0.5, 0.3, -0.4], [0.0, 0.4, 0.0], [-0.2, -0.2, 0.2], [0.0, 0.0, -0.2], [-0.1, 0.5, 0.0], [-0.7, -0.4, 0.4], [-0.1, 0.0, -0.6], [0.4, 0.9, 0.1], [0.0, 0.1, 0.1], [-0.3, -0.1, 0.3], [-0.1, -0.1, -0.5], [0.2, -0.1, 0.3], [-0.2, -0.6, -0.1], [-0.4, 0.3, 0.2]]}

(2)
{"formula": "C30H53FN3O5", "method": "the ωB97M-V functional and the def2-TZVPD basis", "homo_energy_ha": -0.409, "lumo_ev": -4.50, "total_charge": 1, "orbital_gap_ev": 6.63, "spin_multiplicity": 1, "species": ["C", "C", "C", "C", "C", "C", "C", "N", "N", "C", "C", "C", "O", "O", "C", "C", "O", "C", "C", "C", "F", "C", "C", "C", "C", "C", "C", "C", "C", "C", "C", "C", "O", "C", "H", "H", "H", "H", "H", "H", "H", "H", "H", "H", "H", "H", "H", "H", "H", "H", "H", "H", "H", "H", "H", "H", "H", "H", "H", "H", "H", "H", "H", "H", "H", "H", "H", "H", "H", "H", "H", "H", "H", "H", "H", "H", "H", "H", "H", "H", "C", "O", "N", "C", "C", "H", "H", "H", "H", "H", "H", "H"], "coordinates": [[-3.472, -1.065, 2.645], [-2.922, 0.071, 1.743], [-3.553, 0.074, 0.357], [-3.068, -1.035, -0.580], [-1.559, -1.120, -0.789], [-0.992, -0.117, -1.815], [-0.287, 1.051, -1.188], [-1.037, 1.834, -0.480], [-0.444, 2.874, 0.048], [0.801, 3.232, -0.090], [1.225, 4.485, 0.599], [0.985, 5.685, -0.308], [1.000, 5.566, -1.514], [0.799, 6.828, 0.367], [-0.053, 7.781, -0.272], [-1.263, 7.286, -1.002], [0.209, 8.959, -0.155], [1.624, 2.436, -0.862], [3.057, 2.892, -1.089], [4.173, 1.985, -0.614], [3.200, 3.079, -2.452], [1.092, 1.300, -1.410], [1.919, 0.378, -2.233], [2.096, -1.003, -1.552], [2.607, -0.986, -0.088], [1.726, -1.793, 0.901], [2.517, -2.856, 1.702], [1.980, -4.289, 1.424], [1.231, -4.823, 2.656], [2.221, -5.424, 3.667], [2.612, -6.850, 3.263], [1.430, -7.822, 3.320], [0.999, -8.052, 1.988], [-0.010, -9.057, 1.904], [-4.099, -0.632, 3.413], [-4.066, -1.722, 2.022], [-2.671, -1.640, 3.090], [-3.156, 1.021, 2.216], [-1.835, 0.009, 1.726], [-4.621, -0.075, 0.506], [-3.441, 1.048, -0.110], [-3.559, -0.876, -1.538], [-3.434, -1.995, -0.232], [-1.024, -1.009, 0.147], [-1.349, -2.122, -1.150], [-0.340, -0.579, -2.538], [-1.822, 0.298, -2.383], [-1.035, 3.469, 0.618], [2.252, 4.416, 0.925], [0.636, 4.590, 1.509], [-1.761, 6.462, -0.489], [-1.033, 6.947, -2.003], [-1.991, 8.075, -1.100], [3.232, 3.855, -0.635], [5.095, 2.551, -0.678], [4.054, 1.711, 0.429], [4.275, 1.073, -1.179], [2.857, 0.821, -2.509], [1.378, 0.204, -3.162], [1.170, -1.560, -1.553], [2.786, -1.597, -2.139], [2.696, 0.012, 0.319], [3.609, -1.396, -0.092], [0.870, -2.215, 0.395], [1.336, -1.079, 1.627], [2.453, -2.631, 2.760], [3.573, -2.821, 1.460], [2.831, -4.910, 1.163], [1.289, -4.302, 0.586], [0.514, -5.562, 2.309], [0.649, -4.035, 3.130], [1.829, -5.369, 4.679], [3.130, -4.822, 3.641], [2.994, -6.828, 2.251], [3.377, -7.185, 3.957], [0.608, -7.329, 3.844], [1.739, -8.738, 3.820], [0.402, -9.914, 1.379], [-0.352, -9.341, 2.893], [-0.847, -8.668, 1.332], [-4.418, 3.674, -2.824], [-5.601, 3.813, -3.035], [-3.434, 4.327, -3.480], [-2.038, 4.111, -3.172], [-3.797, 5.273, -4.526], [-4.036, 2.980, -2.051], [-1.584, 5.053, -2.858], [-1.517, 3.744, -4.060], [-1.937, 3.378, -2.372], [-4.425, 6.061, -4.110], [-4.361, 4.763, -5.306], [-2.898, 5.711, -4.954]], "forces_ev_per_angstrom": [[0.3, 0.6, -0.7], [-0.2, -0.1, 0.5], [0.1, -0.2, 0.1], [-0.1, 0.4, 0.1], [0.0, -0.2, -0.4], [-0.4, 0.4, 0.1], [0.1, -1.1, -0.9], [-0.4, 0.4, 0.4], [-0.8, 0.5, 0.7], [0.9, 0.4, 0.0], [-0.7, 0.2, 0.5], [0.6, -0.5, -1.1], [-0.2, 0.2, 1.1], [-0.6, -0.2, -0.4], [0.4, 3.5, -0.2], [-0.3, -0.6, 0.2], [-0.2, -2.8, 0.1], [1.0, 0.3, 0.1], [0.3, -0.5, -0.2], [0.1, 0.2, 0.4], [0.0, 0.1, -0.4], [0.3, 0.0, -0.2], [-0.6, -1.0, -0.1], [0.3, 0.2, 0.6], [-0.4, -0.4, -0.2], [1.0, 0.6, 0.6], [-0.7, -0.5, -0.8], [-0.1, 0.7, 0.9], [0.4, -0.3, -0.2], [-0.1, 0.0, -0.7], [-0.5, 0.3, 0.8], [0.3, 0.8, -0.6], [-0.1, -0.4, 0.1], [0.4, 0.4, -0.2], [-0.2, -0.2, 0.3], [-0.2, -0.3, 0.1], [0.0, -0.1, 0.2], [0.0, 0.2, 0.1], [0.1, 0.1, -0.2], [-0.2, 0.1, -0.1], [0.1, 0.1, -0.1], [0.0, -0.1, -0.2], [0.0, -0.2, 0.2], [0.0, -0.1, 0.2], [0.2, -0.1, -0.1], [0.1, -0.3, -0.1], [-0.1, 0.1, -0.1], [-0.3, -0.2, 0.0], [0.2, 0.2, 0.0], [0.0, 0.2, 0.1], [0.1, -0.1, 0.1], [0.3, 0.0, -0.1], [0.1, 0.5, 0.2], [-0.2, 0.3, 0.0], [0.2, 0.0, -0.2], [-0.1, 0.0, 0.2], [0.0, -0.2, -0.2], [0.2, 0.1, 0.0], [0.0, 0.1, -0.2], [-0.3, 0.0, -0.2], [0.1, 0.0, -0.3], [0.0, 0.4, -0.2], [0.3, 0.0, 0.1], [-0.1, -0.3, -0.1], [-0.3, 0.1, 0.0], [0.0, -0.1, 0.3], [0.2, 0.2, -0.2], [-0.1, -0.4, 0.0], [0.1, 0.2, -0.3], [-0.1, -0.3, 0.2], [0.0, 0.3, -0.1], [-0.1, -0.2, 0.2], [0.1, 0.2, 0.2], [0.3, -0.2, -0.2], [0.3, -0.2, -0.1], [-0.1, -0.3, 0.4], [-0.2, -0.3, 0.0], [0.0, -0.3, 0.0], [-0.1, -0.2, 0.1], [-0.2, 0.1, -0.1], [0.0, -0.1, 0.1], [0.0, 0.0, 0.0], [0.1, -0.1, 0.1], [-0.2, 0.2, -0.3], [-0.1, -0.1, 0.1], [0.1, 0.0, 0.0], [0.2, -0.1, 0.0], [0.2, 0.0, 0.1], [-0.1, 0.0, 0.0], [0.0, 0.0, -0.1], [0.0, 0.1, 0.0], [0.0, 0.0, 0.0]]}